Record 1
Below is a structure of composition C12H9AuNO7 at a distorted geometry, with properties calculated with the ωB97M-V functional and the def2-TZVPD basis.

Geometry as ORCA input:
```
! RIJCOSX wB97M-V def2-TZVPD def2/J DEFGRID3
* xyz 1 1
Au 0.274 1.393 -0.200
O -0.651 5.323 -1.517
C -0.725 4.077 -1.148
O 0.064 3.539 -0.397
C -1.844 3.322 -1.846
O -1.940 2.054 -1.231
C -1.116 1.065 -1.418
C 2.607 2.039 -3.246
O 2.733 2.199 -4.384
O 2.467 1.865 -2.105
H 0.079 5.778 -1.058
H -2.830 3.754 -1.703
H -1.597 3.358 -2.912
H -1.490 0.111 -1.066
H -0.412 1.107 -2.246
O 1.045 -2.143 -1.361
C 0.730 -1.844 -0.241
N 0.462 -0.555 0.218
C 0.087 -0.552 1.544
O -0.200 0.518 2.067
C 0.119 -1.940 2.045
C -0.151 -2.488 3.279
C -0.014 -3.870 3.402
C 0.378 -4.654 2.324
C 0.651 -4.092 1.077
C 0.515 -2.727 0.962
H -0.455 -1.874 4.116
H -0.216 -4.342 4.354
H 0.474 -5.724 2.456
H 0.957 -4.697 0.235
*
```

Output
- E_tot: -32096.9324 eV


Record 2
Below is a structure of composition C27H41NNiP2 at a distorted geometry, with properties calculated with the ωB97M-V functional and the def2-TZVPD basis.

Geometry as ORCA input:
```
! RIJCOSX wB97M-V def2-TZVPD def2/J DEFGRID3
* xyz 0 3
P 0.379 0.641 -3.421
P -0.347 -0.983 1.957
C 0.869 -0.430 -1.855
C 0.088 -1.120 -0.784
H 1.824 -0.084 -1.426
H 0.980 -1.164 -2.631
H -0.878 -1.574 -0.837
H 0.763 -1.730 -0.199
C 0.730 -1.056 3.461
H 0.745 -0.029 3.897
H 1.730 -1.376 3.083
H 0.277 -1.827 4.116
C -2.110 -1.232 2.306
H -2.189 -2.282 2.604
H -2.687 -1.042 1.386
H -2.374 -0.575 3.117
C 2.032 0.561 -4.200
H 2.282 1.392 -4.883
H 2.159 -0.400 -4.733
H 2.767 0.576 -3.367
C -0.938 -0.144 -4.340
H -1.747 -0.370 -3.645
H -0.620 -1.097 -4.762
H -1.397 0.423 -5.156
Ni 0.240 0.149 0.424
C -0.573 -3.427 0.814
C 0.682 -3.226 1.296
C 1.915 -3.971 0.840
C 2.071 -4.206 -0.683
C 1.409 -3.183 -1.547
C 0.121 -3.242 -2.027
C -0.997 -4.153 -1.580
C -0.973 -4.556 -0.105
C -0.117 2.234 -2.731
H -1.449 -2.951 1.260
H 0.845 -2.862 2.325
H 1.962 -4.954 1.341
H 2.784 -3.397 1.206
H 3.150 -4.122 -0.909
H 1.851 -5.255 -0.959
H 2.127 -2.399 -1.872
H -0.189 -2.791 -2.990
H -0.966 -5.063 -2.183
H -1.964 -3.667 -1.803
H -1.994 -4.881 0.194
H -0.402 -5.493 0.053
H -0.575 1.992 -1.773
H -0.785 2.877 -3.267
H 0.772 2.825 -2.499
C -2.650 2.626 4.230
C -1.267 2.492 4.389
C -0.443 2.296 3.276
C -1.011 2.269 1.975
C -2.412 2.284 1.842
C -3.221 2.461 2.961
N -0.157 2.171 0.857
C 0.327 3.396 0.422
C -0.509 4.552 0.340
C 0.030 5.809 0.037
C 1.413 5.956 -0.162
C 2.234 4.822 -0.169
C 1.701 3.558 0.077
H -3.271 2.879 5.090
H -0.819 2.576 5.379
H 0.634 2.149 3.374
H -2.827 2.144 0.845
H -4.296 2.528 2.846
H -1.589 4.442 0.492
H -0.627 6.686 -0.014
H 1.851 6.948 -0.309
H 3.305 4.930 -0.348
H 2.321 2.665 0.056
*
```

Output
- Expectation value of S²: 2.0267
- E_tot: -89764.0168 eV